{
  "formula": "C35H58BeBrCaF3MgN2O12P2S",
  "method": "the ωB97M-V functional and the def2-TZVPD basis",
  "species": ["C", "C", "C", "C", "C", "P", "P", "C", "C", "C", "H", "H", "H", "H", "H", "H", "H", "H", "H", "H", "H", "H", "H", "H", "H", "H", "H", "H", "H", "H", "H", "H", "H", "Be", "C", "O", "C", "C", "O", "C", "C", "O", "C", "H", "H", "H", "H", "H", "H", "H", "H", "H", "H", "H", "H", "H", "H", "C", "F", "F", "F", "S", "O", "O", "O", "C", "O", "O", "O", "Mg", "Ca", "Br", "C", "C", "C", "C", "C", "C", "H", "H", "H", "H", "H", "H", "C", "O", "O", "O", "H", "C", "N", "C", "C", "C", "C", "C", "C", "C", "C", "N", "C", "C", "C", "H", "H", "H", "H", "H", "H", "H", "H", "H", "H", "H", "H", "H", "H"],
  "xyz": [[-2.5943, -7.4878, 2.4025], [-3.7759, -6.9430, 1.5840], [-4.6502, -6.1117, 2.5592], [-5.3492, -4.9524, 1.7977], [-6.8859, -4.8901, 2.0075], [-4.4001, -3.2718, 2.1020], [-3.0986, -1.4406, 2.4484], [-4.1977, -0.0776, 3.0680], [-2.3892, -0.7496, 0.8729], [-2.5413, -1.6594, -0.3745], [-3.0229, -7.9457, 3.3039], [-2.0440, -8.2559, 1.8370], [-1.9264, -6.6916, 2.7534], [-4.3577, -7.8158, 1.2693], [-3.3937, -6.3443, 0.7413], [-5.3975, -6.7764, 3.0014], [-3.9861, -5.7599, 3.3565], [-5.1961, -5.1864, 0.7388], [-7.2473, -3.9969, 2.5189], [-7.1892, -5.7403, 2.6297], [-7.3894, -5.0489, 1.0496], [-3.1872, -3.9394, 1.6343], [-4.1394, -3.6492, 3.4801], [-5.5716, -2.5515, 2.5963], [-4.7596, -2.8289, 0.7568], [-3.4984, 0.7407, 3.3010], [-4.6635, -0.3794, 4.0081], [-4.9150, 0.2409, 2.3068], [-1.3100, -0.6287, 1.0518], [-2.7646, 0.2833, 0.6730], [-1.7644, -1.4890, -1.1230], [-3.5297, -1.5537, -0.8320], [-2.4519, -2.7032, -0.0464], [-0.7886, -9.1879, 0.6022], [5.8319, -0.8198, 2.9314], [4.8660, 0.2134, 3.0042], [5.2365, 1.3839, 2.2695], [3.9937, 2.1274, 1.8607], [3.3855, 1.5111, 0.7285], [2.7276, 0.3094, 0.9561], [1.3909, 0.4226, 1.6642], [1.5828, 0.5695, 3.0527], [0.4715, 1.1582, 3.6879], [6.7868, -0.5133, 3.3632], [5.4471, -1.6692, 3.4949], [5.9862, -1.1316, 1.8931], [5.8187, 1.1162, 1.3334], [5.8582, 2.0150, 2.9251], [4.2819, 3.1278, 1.5288], [3.2912, 2.2582, 2.6874], [3.3852, -0.4103, 1.4558], [2.5360, -0.0635, -0.0492], [0.8103, -0.4969, 1.4971], [0.8357, 1.2818, 1.2613], [0.2740, 2.1564, 3.2769], [0.7069, 1.2614, 4.7448], [-0.4190, 0.5255, 3.5814], [10.8131, 0.7394, 5.1213], [11.5588, -0.3177, 4.9734], [10.9522, 1.1124, 6.3990], [11.4200, 1.7707, 4.3339], [9.0827, 0.5719, 4.6041], [8.5663, -0.4454, 5.4534], [9.1807, 0.2405, 3.2161], [8.6267, 1.9469, 4.8861], [-1.1110, -5.2773, -1.0410], [-1.8031, -5.0209, -0.0424], [-0.0607, -4.6606, -1.3736], [-1.3684, -6.2032, -1.8614], [3.0886, -0.8056, -1.3562], [10.9070, 3.5865, 4.5027], [6.1347, 1.4014, -0.6523], [-3.7895, 3.9863, -1.9623], [-3.4832, 3.6106, -0.6616], [-4.2917, 2.7013, 0.0067], [-5.4010, 2.1607, -0.6289], [-5.7049, 2.5336, -1.9308], [-4.9019, 3.4493, -2.5962], [-3.1613, 4.6994, -2.4830], [-2.6139, 4.0278, -0.1666], [-4.0555, 2.4140, 1.0242], [-6.0298, 1.4483, -0.1095], [-6.5690, 2.1111, -2.4266], [-5.1432, 3.7441, -3.6094], [-3.2474, -11.1617, 2.1774], [-3.7334, -10.9926, 3.3075], [-2.3553, -12.2261, 2.1031], [-3.4440, -10.5135, 1.1229], [-2.4369, -12.4848, 3.0337], [0.7419, 6.5919, -10.0372], [0.8377, 6.2028, -8.6126], [1.4785, 5.0635, -8.2875], [1.6227, 4.6883, -6.9757], [1.1088, 5.4927, -5.9546], [0.4309, 6.6558, -6.3297], [0.3072, 6.9878, -7.6566], [1.2926, 5.1493, -4.5354], [1.9310, 6.0385, -3.6578], [2.0571, 5.7260, -2.3289], [1.5665, 4.5659, -1.8479], [0.9665, 3.6784, -2.6706], [0.8231, 3.9469, -4.0089], [1.6604, 4.2358, -0.4161], [0.2575, 5.7849, -10.5818], [1.7504, 6.7591, -10.4091], [0.1589, 7.5022, -10.1281], [1.8784, 4.4735, -9.1003], [2.1590, 3.7756, -6.7514], [-0.0074, 7.3087, -5.5870], [-0.2077, 7.8829, -7.9737], [2.3365, 6.9767, -4.0118], [2.5422, 6.3916, -1.6308], [0.6011, 2.7636, -2.2254], [0.3215, 3.2196, -4.6335], [2.1924, 3.2827, -0.3337], [0.6507, 4.1579, -0.0161], [2.2072, 5.0098, 0.1127]],
  "lowdin_charge": [-0.122, -0.229, -0.213, -0.403, -0.081, 0.443, 0.940, -0.310, -0.426, -0.150, 0.093, -0.088, 0.083, 0.117, 0.078, 0.123, 0.092, 0.104, 0.062, 0.080, 0.084, 0.013, -0.012, -0.014, 0.017, 0.041, 0.043, 0.037, 0.041, 0.062, 0.076, 0.069, 0.024, 0.724, -0.087, -0.219, -0.290, -0.205, -0.269, -0.309, -0.197, -0.173, -0.096, 0.051, 0.094, 0.090, -0.118, 0.121, 0.113, 0.123, 0.136, -0.165, 0.119, 0.122, 0.087, 0.098, 0.073, -0.624, 0.221, 0.145, -0.215, 0.438, -0.214, -0.251, -0.373, -0.941, 0.056, 0.131, 0.158, 0.666, 1.815, -0.252, -0.106, -0.106, -0.110, -0.086, -0.079, -0.089, 0.092, 0.090, 0.085, 0.102, 0.109, 0.103, -0.846, -0.019, 0.016, -0.067, 0.091, 0.041, -0.089, 0.009, 0.050, -0.138, 0.042, 0.010, -0.155, 0.030, 0.004, -0.083, 0.001, 0.036, 0.036, 0.113, 0.114, 0.103, 0.155, 0.144, 0.139, 0.148, 0.134, 0.145, 0.133, 0.138, 0.094, 0.104, 0.103],
  "e_lumo_ha": -0.27053,
  "total_charge": 2
}



{
  "formula": "C5H10N2O",
  "method": "the ωB97M-V functional and the def2-TZVPD basis",
  "species": ["C", "C", "C", "N", "C", "C", "N", "O", "H", "H", "H", "H", "H", "H", "H", "H", "H", "H"],
  "xyz": [[-1.1486, -1.1455, -2.1954], [-0.3946, 0.3483, 1.9004], [1.4179, 1.5747, 0.6244], [0.3925, -0.4755, -0.4337], [-0.8096, -1.1976, -0.7290], [0.7133, 0.2424, 0.8687], [1.3210, -0.9457, 0.5420], [-1.4247, -1.8077, 0.1018], [0.7835, -0.0106, -1.2683], [-2.1271, -1.5964, -2.3501], [-1.1634, -0.1183, -2.5466], [-0.4112, -1.6986, -2.7682], [1.9190, 1.8713, 1.5521], [0.0735, 0.5372, 2.8701], [-1.0747, 1.1739, 1.6720], [-0.9505, -0.5831, 1.9636], [2.1808, 1.4752, -0.1489], [0.7028, 2.3561, 0.3449]],
  "nbo_charge": [-0.728, -0.669, -0.662, -0.375, 0.704, 0.316, -0.522, -0.506, 0.375, 0.251, 0.228, 0.245, 0.233, 0.228, 0.205, 0.256, 0.217, 0.208],
  "de_lowest_kcal_mol": 79.31,
  "e_lumo_ha": 0.02282,
  "total_charge": 0
}



{
  "formula": "C25H68O9",
  "method": "the ωB97M-V functional and the def2-TZVPD basis",
  "species": ["C", "C", "C", "O", "H", "H", "H", "H", "H", "H", "H", "H", "C", "C", "C", "O", "H", "H", "H", "H", "H", "H", "H", "H", "C", "C", "C", "O", "H", "H", "H", "H", "H", "H", "H", "H", "C", "C", "C", "O", "H", "H", "H", "H", "H", "H", "H", "H", "C", "C", "C", "O", "H", "H", "H", "H", "H", "H", "H", "H", "C", "C", "C", "O", "H", "H", "H", "H", "H", "H", "H", "H", "C", "C", "C", "O", "H", "H", "H", "H", "H", "H", "H", "H", "C", "C", "C", "O", "H", "H", "H", "H", "H", "H", "H", "H", "C", "O", "H", "H", "H", "H"],
  "xyz": [[3.9073, -3.5477, -8.3246], [4.6948, -2.4194, -8.9166], [5.6382, -2.8599, -10.0028], [3.8437, -1.4493, -9.4035], [3.3129, -3.0856, -7.5364], [4.4687, -4.3236, -7.8043], [3.2202, -3.9476, -9.0703], [5.2680, -1.8857, -8.1585], [6.1671, -1.9916, -10.3956], [5.0435, -3.3061, -10.7999], [6.3997, -3.6182, -9.8209], [3.5482, -1.7070, -10.2798], [-3.9691, -3.5136, 5.2823], [-2.5713, -3.7957, 4.6822], [-1.4061, -3.5095, 5.6300], [-2.5555, -5.1443, 4.4073], [-4.0408, -2.5135, 5.7099], [-4.1202, -4.0530, 6.2174], [-4.7819, -3.6573, 4.5705], [-2.4832, -3.2152, 3.7638], [-1.4211, -2.4630, 5.9346], [-0.4341, -3.8041, 5.2344], [-1.3872, -4.0361, 6.5842], [-2.8434, -5.6026, 5.2002], [-5.4550, -6.1669, -0.2902], [-4.1233, -6.6129, -0.9849], [-3.0539, -5.6441, -1.3735], [-3.4957, -7.5002, -0.0042], [-6.1607, -5.7725, -1.0212], [-5.3613, -5.3648, 0.4419], [-5.8396, -7.0731, 0.1776], [-4.4334, -7.2143, -1.8394], [-2.6983, -5.0514, -0.5307], [-3.4060, -4.9086, -2.0967], [-2.1913, -6.0754, -1.8815], [-3.2370, -7.0482, 0.8023], [-5.4489, 0.8272, 0.4193], [-5.3226, 2.3294, 0.1209], [-6.2079, 3.2082, 1.0681], [-3.9616, 2.7384, 0.1254], [-5.1892, 0.6104, 1.4555], [-4.7491, 0.3076, -0.2353], [-6.4056, 0.3551, 0.1961], [-5.6900, 2.5228, -0.8869], [-7.2654, 2.9964, 0.9100], [-6.1688, 4.2950, 0.9950], [-5.9631, 3.0324, 2.1156], [-3.8739, 3.6482, 0.4191], [-0.9411, 7.5256, 3.0386], [-2.0195, 8.3050, 2.2873], [-2.0908, 9.7300, 2.6348], [-1.8852, 8.1480, 0.8677], [-0.9875, 6.4959, 2.6841], [-1.1276, 7.4229, 4.1076], [0.0732, 7.8665, 2.8313], [-2.9977, 7.8654, 2.4822], [-3.0061, 10.1346, 2.2028], [-1.2012, 10.2999, 2.3662], [-2.2771, 9.9272, 3.6905], [-2.4286, 8.8139, 0.4400], [2.1975, -7.4247, 1.7226], [3.6361, -7.4641, 2.2042], [3.9330, -7.1685, 3.7238], [4.3385, -8.6354, 1.7550], [1.6740, -8.1616, 2.3317], [2.0250, -7.6778, 0.6765], [1.6917, -6.4640, 1.8190], [4.0593, -6.6684, 1.5910], [3.3232, -7.8012, 4.3687], [3.5568, -6.1814, 3.9926], [4.9789, -7.1792, 4.0304], [4.0611, -8.7702, 0.8459], [1.9463, -0.5787, 0.3062], [2.3502, 0.6463, -0.6252], [2.0773, 0.5481, -2.1893], [1.6554, 1.7555, -0.1671], [0.9114, -0.9112, 0.3882], [2.2589, -0.3615, 1.3275], [2.5128, -1.4684, 0.0312], [3.4185, 0.8283, -0.5081], [2.0309, -0.5196, -2.4039], [2.7479, 1.1594, -2.7931], [1.0442, 0.8831, -2.2820], [0.7716, 1.9001, -0.5130], [2.8348, 8.6770, -4.9971], [1.9605, 8.0417, -3.9649], [2.7046, 7.9254, -2.6125], [0.9380, 9.0064, -3.7910], [3.8709, 8.3406, -4.9570], [2.8791, 9.7650, -5.0440], [2.5236, 8.2897, -5.9673], [1.5704, 7.0982, -4.3466], [2.1658, 7.1872, -2.0185], [2.8542, 8.7816, -1.9547], [3.7282, 7.6332, -2.8469], [0.2182, 8.6164, -3.2896], [3.4705, 1.5843, 7.3721], [3.3334, 2.5180, 8.3958], [2.6229, 1.6892, 6.6949], [4.3655, 1.7673, 6.7775], [3.6207, 0.5858, 7.7826], [4.2304, 2.6838, 8.6953]],
  "lowdin_charge": [-0.060, -0.563, -0.064, -0.032, 0.079, 0.082, 0.084, 0.140, 0.082, 0.079, 0.081, 0.091, -0.058, -0.507, -0.062, -0.054, 0.071, 0.076, 0.079, 0.137, 0.075, 0.076, 0.076, 0.090, -0.051, -0.439, -0.076, -0.092, 0.067, 0.069, 0.076, 0.131, 0.079, 0.075, 0.081, 0.078, -0.056, -0.475, -0.061, -0.053, 0.077, 0.074, 0.077, 0.121, 0.073, 0.067, 0.074, 0.081, -0.046, -0.519, -0.082, -0.055, 0.073, 0.081, 0.083, 0.129, 0.081, 0.093, 0.085, 0.077, -0.070, -0.475, -0.034, -0.059, 0.080, 0.076, 0.079, 0.115, 0.070, 0.068, 0.073, 0.075, -0.053, -0.454, -0.033, -0.072, 0.068, 0.066, 0.061, 0.125, 0.066, 0.074, 0.064, 0.088, -0.076, -0.481, -0.053, -0.064, 0.072, 0.089, 0.076, 0.136, 0.070, 0.080, 0.065, 0.086, -0.192, -0.113, 0.082, 0.073, 0.075, 0.074],
  "de_lowest_kcal_mol": 94.74,
  "e_lumo_ha": 0.00917,
  "smiles": "CC(C)O.CC(C)O.CC(C)O.CC(C)O.CC(C)O.CC(C)O.CC(C)O.CC(C)O.CO",
  "total_charge": 0
}



{
  "formula": "C6H23LiNO5",
  "method": "the ωB97M-V functional and the def2-TZVPD basis",
  "species": ["Li", "C", "C", "O", "H", "H", "H", "H", "H", "H", "O", "H", "H", "O", "H", "H", "O", "H", "H", "C", "C", "C", "O", "C", "N", "H", "H", "H", "H", "H", "H", "H", "H", "H", "H", "H"],
  "xyz": [[-1.9199, 0.2352, 0.0883], [-0.9377, -0.3921, -3.6661], [0.5974, -0.4120, -3.5509], [1.1684, -1.0514, -4.6345], [-1.3685, -0.0936, -2.7104], [-1.4375, -1.3225, -3.9354], [-1.3661, 0.3082, -4.3831], [0.8086, -0.9239, -2.6120], [1.0365, 0.5768, -3.4189], [1.9838, -1.3674, -4.2386], [-2.6314, -1.4399, -0.7092], [-2.9256, -2.1059, -0.0878], [-3.3228, -1.4067, -1.3704], [-2.1119, 2.1187, -0.9313], [-1.5924, 2.7902, -1.3734], [-2.9297, 2.5603, -0.7021], [-3.5424, 0.7079, 1.3077], [-4.2673, 1.3221, 1.1916], [-3.6534, 0.3709, 2.1967], [1.1640, 1.4974, 0.8464], [0.9613, -0.0322, 0.9188], [2.0359, -0.7694, 1.7938], [2.0938, -0.0943, 3.0403], [3.2092, -0.5128, 3.8033], [-0.3931, -0.2452, 1.4094], [2.2008, 1.6582, 0.5512], [1.0742, 1.9088, 1.8518], [0.3943, 1.8611, 0.1656], [1.0421, -0.3091, -0.1324], [3.0193, -0.7796, 1.3237], [1.7385, -1.7964, 2.0058], [4.1174, 0.0667, 3.6378], [3.5214, -1.5358, 3.5933], [3.0042, -0.3799, 4.8656], [-0.4185, -1.2427, 1.5657], [-0.3532, 0.2301, 2.2997]],
  "nbo_charge": [0.891, -0.628, -0.057, -0.692, 0.179, 0.222, 0.216, 0.139, 0.155, 0.469, -0.972, 0.496, 0.502, -0.971, 0.505, 0.490, -0.973, 0.495, 0.500, -0.612, -0.069, -0.076, -0.559, -0.259, -0.898, 0.229, 0.221, 0.200, 0.189, 0.187, 0.169, 0.179, 0.175, 0.202, 0.371, 0.386],
  "de_lowest_kcal_mol": 16.85,
  "e_lumo_ha": -0.11685,
  "total_charge": 1
}



Number 1: HOMO level -0.3192 Ha. Number 2: HOMO level -0.2794 Ha. Number 3: HOMO level -0.3618 Ha. Number 4: HOMO level -0.4648 Ha.